Here is C5H3Br3N2 as an isolated structure in a non-equilibrium geometry from OMol25. Energies are from wB97M-V/def2-TZVPD.

Total charge   0
DFT total energy   -8023.7593 Ha
ΔE to the lowest compared entry with this formula, charge and spin   40.19 kcal per mole
Frontier orbital gap   9.8 eV
Lowest unoccupied orbital energy   0.4557 eV

Last column: Löwdin charge in e.
Atoms and positions in Å:
C  0.961  -1.227  0.122  -0.055
C  1.091  -0.131  -0.783  -0.126
C  0.113  -0.684  1.033  -0.235
C  -0.379  -1.634  2.654  -0.739
C  -0.964  -2.826  2.639  -1.373
N  0.455  0.966  -0.322  0.023
N  -0.127  0.579  0.794  -0.023
Br  0.393  -0.707  4.093  0.711
Br  -1.109  -3.768  4.175  0.752
Br  -1.703  -3.496  1.056  0.733
H  1.467  -2.111  0.159  0.075
H  1.709  -0.263  -1.611  0.080
H  -0.707  1.359  1.117  0.178

Here is an isolated molecule of C5H3Cl3 from OMol25. Energies are from wB97M-V/def2-TZVPD.

Total charge   0
DFT total energy   -1572.8763 Ha
ΔE to the lowest compared entry with this formula, charge and spin   0.00 kcal per mole
Frontier orbital gap   9.1 eV
Lowest unoccupied orbital energy   0.0878 eV
Structure (SMILES)   ClC1=C(Cl)[C@@H](Cl)C=C1

Last column: Löwdin charge in e.
Atoms and positions in Å:
Cl  2.679  -0.187  -0.321  0.693
C  1.035  -0.536  0.028  -0.709
C  0.050  0.345  0.234  -0.765
Cl  0.150  2.046  0.230  0.702
C  -1.207  -0.412  0.561  -0.681
Cl  -2.574  0.012  -0.519  0.616
C  -0.789  -1.847  0.421  -0.117
C  0.501  -1.909  0.131  -0.081
H  -1.537  -0.180  1.561  0.111
H  -1.477  -2.674  0.564  0.114
H  1.129  -2.790  -0.020  0.117

Here is an isolated molecule of C5H3ClN2O in a non-equilibrium geometry from OMol25. Energies are from wB97M-V/def2-TZVPD.

Total charge   0
DFT total energy   -837.1976 Ha
ΔE to the lowest compared entry with this formula, charge and spin   0.00 kcal per mole
Frontier orbital gap   10.9 eV
Lowest unoccupied orbital energy   -0.2842 eV
Structure (SMILES)   CC(=O)C(Cl)(C#N)C#N

Last column: Löwdin charge in e.
Atoms and positions in Å:
C  1.623  0.474  0.440  -0.034
C  0.175  0.425  0.668  -0.483
O  -0.442  0.867  1.563  0.167
C  -0.568  -0.410  -0.441  -0.669
Cl  0.433  -1.624  -1.292  0.744
C  -1.321  0.389  -1.473  -0.212
N  -1.901  1.014  -2.216  0.198
C  -1.650  -0.989  0.420  -0.226
N  -2.367  -1.323  1.241  0.216
H  1.985  0.557  -0.619  0.099
H  1.779  -0.581  0.770  0.104
H  2.255  1.202  0.938  0.095